# C46H62Br12N3O11

C46H62Br12N3O11 as an isolated structure (ωB97M-V/def2-TZVPD, the OMol25 dataset).

Calculated values
E_tot in eV: -916199.943
Net charge: +1
HOMO level in eV: -9.96
HOMO-LUMO gap in eV: 7.69

Last column: Mulliken charge in e.
Cartesian coordinates (Å):
C  -23.63  0.81  15.07  -1.32
C  -25.15  0.63  14.82  0.49
C  -25.62  -0.75  15.20  0.00
C  -26.90  -1.19  14.63  0.20
N  -27.36  -2.59  15.11  0.89
C  -28.74  -2.85  14.47  0.56
C  -29.40  -3.93  15.32  1.14
C  -28.94  -3.75  16.61  0.05
C  -27.87  -2.62  16.56  0.62
C  -26.37  -3.71  14.80  -1.14
C  -25.95  -3.73  13.25  1.02
C  -24.88  -4.88  12.97  -1.02
H  -23.36  1.78  14.64  0.42
H  -23.20  0.01  14.47  0.05
H  -23.24  0.68  16.08  0.33
H  -25.36  0.78  13.76  -0.25
H  -25.61  1.26  15.58  0.16
H  -25.61  -0.72  16.29  -0.51
H  -24.88  -1.46  14.83  0.23
H  -26.99  -1.10  13.55  0.18
H  -27.66  -0.52  15.04  -0.07
H  -28.73  -3.27  13.46  -0.41
H  -29.48  -2.05  14.50  -0.08
H  -29.21  -4.88  14.81  0.09
H  -30.49  -3.93  15.23  -1.43
H  -28.54  -4.69  16.99  0.37
H  -29.74  -3.54  17.31  -0.14
H  -26.95  -2.73  17.14  -0.28
H  -28.29  -1.66  16.88  -0.49
H  -26.87  -4.62  15.15  0.74
H  -25.46  -3.51  15.38  0.37
H  -25.58  -2.73  13.02  -0.23
H  -26.77  -3.79  12.53  -0.22
H  -25.38  -5.85  13.02  0.16
H  -24.03  -4.85  13.65  0.36
H  -24.42  -4.63  12.02  0.21
C  -24.27  -3.60  19.62  -0.39
Br  -23.87  -5.08  18.49  -0.05
Br  -25.70  -4.50  20.74  -0.04
Br  -24.85  -1.98  18.76  0.09
H  -23.31  -3.43  20.11  0.43
C  -32.96  -5.34  17.84  -0.41
Br  -31.68  -6.20  16.52  -0.05
Br  -34.13  -4.04  16.89  -0.03
Br  -31.89  -4.41  19.16  -0.03
H  -33.62  -6.09  18.27  0.50
C  -24.91  -0.01  9.79  -0.54
Br  -25.95  1.09  11.17  -0.03
Br  -24.67  -1.83  10.37  0.07
Br  -23.15  0.83  9.54  -0.03
H  -25.58  -0.02  8.92  0.52
C  -20.98  -2.76  10.92  -0.38
Br  -20.34  -1.77  9.35  0.01
Br  -22.08  -4.30  10.39  0.01
Br  -21.86  -1.62  12.31  0.00
H  -20.16  -3.31  11.38  0.42
C  -28.38  6.04  13.83  -0.64
C  -28.96  5.60  15.01  -0.84
C  -28.62  4.30  15.49  0.80
C  -27.83  3.44  14.72  0.57
C  -27.40  3.85  13.44  -0.33
C  -27.54  5.23  13.08  0.11
O  -26.98  5.62  11.88  -0.51
O  -29.14  3.85  16.67  -0.58
H  -28.43  7.06  13.48  0.30
H  -29.81  6.13  15.42  0.33
H  -27.77  2.39  14.96  -0.41
H  -26.90  3.19  12.74  0.37
H  -27.23  6.49  11.57  0.32
H  -29.87  4.33  17.06  0.31
C  -30.14  0.57  10.67  -0.26
C  -30.01  0.35  9.34  -0.76
C  -29.21  -0.67  8.96  -0.05
C  -28.63  -1.59  9.89  -1.25
C  -28.80  -1.31  11.27  1.04
C  -29.53  -0.22  11.64  -0.88
O  -29.68  0.15  12.94  0.72
O  -28.81  -0.71  7.63  -0.57
H  -30.77  1.39  10.98  0.53
H  -30.48  0.90  8.53  0.48
H  -27.98  -2.41  9.61  0.72
H  -28.30  -1.92  12.01  -0.03
H  -30.60  0.35  13.11  -0.07
H  -29.31  -1.33  7.09  0.31
C  -30.86  -0.87  18.69  -0.62
C  -29.73  0.02  18.68  -0.77
C  -29.45  0.87  17.56  -0.09
C  -30.37  0.99  16.58  0.03
C  -31.47  0.16  16.57  0.21
C  -31.77  -0.71  17.64  0.00
O  -32.86  -1.47  17.50  -0.41
O  -28.24  1.53  17.44  -0.57
H  -31.13  -1.53  19.51  0.61
H  -29.09  0.18  19.54  0.44
H  -30.20  1.78  15.86  0.29
H  -31.95  0.15  15.60  0.30
H  -33.60  -1.05  17.04  0.35
H  -28.28  2.37  16.97  0.39
C  -32.66  -2.42  13.77  1.19
C  -33.21  -3.67  13.96  -0.23
C  -34.42  -3.94  13.29  0.26
C  -35.03  -3.07  12.45  -1.00
C  -34.44  -1.84  12.26  -0.25
C  -33.22  -1.51  12.85  -0.58
O  -32.57  -0.26  12.65  -0.50
O  -34.93  -5.20  13.49  -0.67
H  -31.91  -2.03  14.44  -0.05
H  -32.69  -4.32  14.65  0.24
H  -35.95  -3.38  11.98  0.47
H  -34.94  -1.12  11.64  0.48
H  -32.88  0.46  13.20  0.26
H  -34.23  -5.82  13.66  0.30
C  -30.17  -7.23  12.54  -0.41
C  -28.97  -6.75  11.98  -0.39
C  -29.08  -5.66  11.12  0.09
C  -30.30  -5.07  10.86  -0.69
C  -31.48  -5.72  11.26  -0.31
C  -31.37  -6.73  12.15  0.21
O  -32.50  -7.21  12.77  -0.52
O  -27.93  -5.03  10.73  -0.47
H  -30.20  -8.05  13.25  0.48
H  -28.01  -7.17  12.21  0.43
H  -30.27  -4.10  10.39  0.42
H  -32.45  -5.30  11.06  0.40
H  -33.04  -7.76  12.20  0.32
H  -27.21  -5.60  10.44  0.66
C  -24.74  -6.81  9.83  0.38
O  -25.83  -6.33  10.03  -0.64
N  -23.97  -7.16  10.83  -0.35
N  -24.19  -6.87  8.68  -0.36
H  -22.98  -7.19  10.66  0.19
H  -24.47  -7.26  11.70  0.23
H  -24.40  -6.14  8.01  0.22
H  -23.45  -7.52  8.47  0.19